Record 1
# C16H21F3N2O7S3

2 unconnected molecules or ions with the total composition C16H21F3N2O7S3 (wB97M-V/def2-TZVPD, the Open Molecules 2025 dataset).

Structure (ORCA input):
```
! wB97M-V def2-TZVPD RIJCOSX def2/J DEFGRID3
* xyz -2 1
H -4.9495 0.3061 1.1444
O -1.7239 1.6646 -5.1237
O -0.5447 0.2461 -6.6707
H -0.8533 -0.9564 0.6523
O -1.7083 -0.7207 -4.7982
C 0.6753 1.3553 1.6691
O -2.0136 -2.3484 -0.6561
H 2.3664 0.1294 -2.5065
C 1.5138 0.5886 2.8964
C -4.8690 1.3425 1.6942
C 2.9618 -0.4037 -1.6506
H -0.1156 3.5218 2.0482
C -0.4971 2.3953 2.1509
C 4.8342 1.1556 -1.5089
H -2.7010 -4.1048 1.9853
H -0.6592 2.2461 3.3242
F 5.2475 1.3210 -0.0933
H -0.2086 -3.4502 -0.0132
O 0.3003 0.5565 -4.4379
H -3.1964 0.4498 3.0479
S -0.9191 0.4366 -5.2575
C 2.3808 -0.0295 -0.1280
F 3.8327 2.1586 -1.9566
S 4.8103 -2.1401 2.6450
H 1.2361 0.8286 4.0327
H -1.5442 -0.6138 -2.5135
H -2.0953 -2.3114 2.1705
O 4.4233 -0.2421 -1.7142
F 6.0680 1.3512 -2.3515
H 0.1428 2.8977 -0.8274
C 2.7559 -0.4551 2.6631
H 0.1988 -0.7525 -1.8110
C -1.7939 -3.3643 1.7558
C -0.8535 -0.2885 -1.5956
C 3.1973 -0.7793 1.1181
O -0.8960 1.1807 -1.5557
C -1.3877 -3.3966 0.1658
C 0.3846 1.7724 -1.1425
S -2.1717 2.1346 1.3548
H -5.8191 1.6435 2.3089
H -0.8777 -3.7899 2.3909
H -4.7706 2.1552 0.8252
H -3.7073 2.2452 3.4372
C 1.1224 1.0350 0.1213
C -3.4509 1.5006 2.5668
C -1.5806 -0.9971 -0.2665
H -1.7977 -4.4341 -0.2575
H -2.5729 -0.3554 -0.0996
N 3.6520 -1.2118 3.6257
H 1.0755 1.8524 -2.0898
H 2.7408 -1.5688 -1.7710
N 4.3578 -1.7564 1.0024
*
```

Calculated values
Max |F|: 0.116 Eh/bohr
ΔE to the lowest compared entry with this formula, charge and spin: 1475.4 kJ/mol

Record 2
# C20H33N3O5S

C20H33N3O5S in the gas phase (wB97M-V/def2-TZVPD, the Open Molecules 2025 dataset).

Structure (ORCA input):
```
! wB97M-V def2-TZVPD RIJCOSX def2/J DEFGRID3
* xyz 0 1
H -3.4265 -0.4288 1.2715
H -0.9017 -1.0398 -2.6481
H 5.8857 -2.6064 0.9951
C 0.2397 1.3630 0.1757
H -6.2570 1.7042 2.5000
C -1.5041 -1.1753 -0.0640
H 3.5417 1.7890 3.4076
C 3.3596 0.5382 1.7138
O -1.0440 -1.2162 1.0491
H -3.6476 -4.2752 -0.8705
C -5.2034 2.2235 0.6933
C -5.5290 -0.0972 1.5322
H -0.7867 -3.7746 0.1164
H -1.8202 1.4056 0.7590
H 0.5159 2.3353 0.5838
H 2.8588 2.5732 1.9575
C 2.8814 1.6649 2.5532
H -5.5867 -0.7384 2.4134
C 0.7676 -0.0825 -1.6712
H 3.5219 -2.3362 -1.4126
O -1.9291 -2.2681 -0.7063
C 3.8977 -0.8000 0.0168
C -0.6875 -0.1045 -2.1290
H 4.3036 -3.4154 1.0361
C -3.0804 0.1670 -1.4961
H 0.9661 -0.9302 -0.9932
H -5.0060 3.2652 0.9547
O -4.1004 1.8119 -0.0785
H -6.4521 -0.2238 0.9598
N 3.9247 -0.5381 2.2278
N 1.0326 1.1730 -1.0174
H -5.1634 0.3895 -1.0990
S 2.6444 1.5679 -0.8616
H -0.8401 0.7254 -2.8197
H -3.0864 0.9685 -2.2372
C -4.2225 0.4724 -0.5186
H -1.4968 2.1959 -0.7824
H 5.2015 -1.8009 -1.3276
C 3.3150 0.4240 0.3065
H -2.2624 -3.3625 1.0085
H -6.1215 2.1768 0.0841
N 4.2423 -1.3372 1.2055
H 4.9818 -2.7096 2.5235
H -4.4427 -1.5105 0.2976
C -1.8428 -3.5031 0.0062
H 3.9829 -0.7549 -2.0800
O 2.7091 2.8914 -0.3167
C -1.2489 1.3338 -0.1645
C -2.6033 -4.5597 -0.7725
H 1.8788 1.4596 2.9271
H 1.4429 -0.1457 -2.5255
H -3.3140 -0.7703 -2.0036
O 3.2532 1.3275 -2.1414
C -5.3814 1.3651 1.9453
C 4.1660 -1.4661 -1.2794
H -4.5015 1.4767 2.5813
C -4.3315 -0.4903 0.6680
C -1.6478 0.0678 -0.9327
H -2.5427 -5.5112 -0.2527
H -2.1797 -4.6697 -1.7671
H 0.4621 0.5835 0.9172
C 4.8914 -2.5923 1.4460
*
```

Calculated values
Max |F|: 0.021 Eh/bohr
ΔE to the lowest compared entry with this formula, charge and spin: 0.0 kJ/mol
SMILES: CCOC(=O)C1(C[C@H]2CCCCO2)CCN(S(=O)(=O)c2c(C)nn(C)c2C)CC1

Record 3
# C53H51GeN6S2Ti

A molecular structure, C53H51GeN6S2Ti (wB97M-V/def2-TZVPD, the Open Molecules 2025 dataset).

Structure (ORCA input):
```
! wB97M-V def2-TZVPD RIJCOSX def2/J DEFGRID3
* xyz 3 1
C 4.9608 -3.5507 -1.1025
H -0.2351 -4.0576 5.7187
C 1.1046 -2.6725 4.7453
C 4.6448 1.2122 -1.4850
H 3.5547 -4.6208 -2.3124
C -4.4319 1.9103 -1.1286
H -2.5306 -1.0871 4.1579
C -1.2093 -0.0917 2.8228
H 0.6244 0.4010 -4.3431
C -5.0572 -0.4725 -0.5900
H -0.1672 -1.9763 -1.6052
H 4.2040 -0.3520 4.6031
C 0.6574 -2.2800 2.3568
C 0.4488 1.2235 3.7193
C 2.5749 -1.1956 3.5183
N 2.8355 1.4809 0.0761
H -4.0181 -0.6866 -0.3594
H -0.3271 3.4692 2.7490
C -0.7249 -3.8075 3.6600
C 2.7268 -2.1814 -0.0844
C 3.4309 0.8388 -0.9494
C 2.8779 3.2523 1.7570
H 1.7829 2.8294 4.2487
H 5.0576 0.6383 -2.3015
N 0.6349 3.4964 -0.1951
H 4.1961 -1.1378 1.1183
C -1.6855 -0.4211 4.0727
H -1.6754 -0.5022 1.9396
N 1.5507 2.7036 2.1414
H -1.0150 -3.3758 1.5899
C 0.0355 0.9352 5.0048
C -0.3415 -1.4410 -4.9355
H -0.5346 -3.1926 -0.3842
H -7.0867 2.0472 -1.5997
C -5.4444 0.8009 -0.9985
C 0.4756 3.9525 -1.4468
C -1.1360 -1.9819 -5.9416
H -0.7135 6.0947 1.4577
C 0.4820 -2.2787 -4.1872
C -0.3964 5.5024 0.6099
C 0.2320 4.2818 0.8096
C 3.4940 2.5351 0.5959
C -6.7803 1.0589 -1.2792
H 3.5595 -1.4230 6.7476
C 2.5902 -3.1695 -1.0631
H -1.7345 -1.3335 -6.5710
C 5.3050 2.3046 -0.9467
H -0.1809 5.5026 -2.7592
C 4.7168 2.9694 0.1148
C 3.6915 -3.8495 -1.5670
C 1.4440 -2.0416 3.5253
N -0.1628 0.7326 2.6194
S -1.7512 1.4016 0.2120
C -2.0936 1.2087 -1.4428
C 0.5573 3.8030 2.2011
H 1.6064 -2.9198 6.8274
H 2.7905 4.3180 1.5422
N -1.3326 0.4105 -3.6062
C 1.6528 2.0701 3.4708
N -3.2748 1.4475 -1.9337
H 0.9903 4.6437 2.7545
C -7.3377 -1.2144 -0.7421
C -7.7274 0.0526 -1.1448
C -0.3962 -3.1549 2.4513
H 2.5382 1.4344 3.4752
H -4.8517 2.7566 -1.6755
H -0.3268 -5.2448 -5.5930
H 1.1570 -1.8536 -3.4519
Ge 1.0365 -1.4635 0.6038
H -8.7661 0.2603 -1.3598
H -1.0519 6.9037 -0.8766
H -1.5489 -4.5074 3.6817
C 0.0009 -3.5619 4.7860
H -4.0542 2.2708 -0.1742
H -3.0435 -0.7931 -3.5878
H 2.8723 -0.7298 2.5831
H -2.8259 0.1919 -5.0355
H 6.2582 2.6298 -1.3405
C -3.5784 1.2944 -3.3643
C -1.0496 0.0938 5.1901
C -0.3472 0.0371 -4.6660
H 1.1314 -4.2925 -3.8472
C -0.4073 -2.1232 -0.5562
H -1.3562 -1.6296 -0.3375
H 2.9187 -0.0237 -1.3436
C 2.9617 -1.5907 5.8624
H -8.0744 -1.9993 -0.6419
C -0.3354 -4.1803 -5.4049
H 0.5666 1.3626 5.8437
H 5.8203 -4.0834 -1.4857
H 1.6131 -3.4407 -1.4436
C 3.3206 -0.9785 4.6436
H -1.3876 -0.1562 6.1863
C 5.1209 -2.5694 -0.1329
H 3.5515 3.1708 2.6144
H -4.6373 1.0508 -3.4387
C -0.5775 5.9509 -0.6856
C 0.4809 -3.6442 -4.4183
H 0.8388 3.3083 -2.2352
C 1.8778 -2.4206 5.9058
C -0.1071 5.1694 -1.7341
H -1.7468 -3.7641 -6.9630
H -5.7015 -2.4681 -0.1536
C -1.1365 -3.3497 -6.1731
H 5.1984 3.8221 0.5739
C -2.7450 0.1927 -3.9519
H 6.1089 -2.3353 0.2406
Ti 0.7305 1.2601 0.6723
H -0.6542 0.6104 -5.5427
S 0.5970 0.7289 -1.8430
C 4.0178 -1.8973 0.3657
C -6.0015 -1.4777 -0.4679
H -3.4011 2.2600 -3.8453
C -0.9929 0.7583 -2.3901
*
```

Calculated values
Max |F|: 0.011 Eh/bohr
ΔE to the lowest compared entry with this formula, charge and spin: 0.0 kJ/mol

Record 4
# CIrLiO3

A molecular structure, CIrLiO3 (wB97M-V/def2-TZVPD, the Open Molecules 2025 dataset).

Structure (ORCA input):
```
! wB97M-V def2-TZVPD RIJCOSX def2/J DEFGRID3
* xyz 3 6
Li 1.8992 -0.9760 -2.5352
Ir 0.6425 1.0558 -0.0334
O 1.6485 0.4871 -1.4341
C -2.1302 -1.0990 1.3056
O -0.8088 0.8969 1.2468
O -1.2512 -0.3650 1.4504
*
```

Calculated values
Max |F|: 0.077 Eh/bohr
DFT total energy: -10173.725 eV

Record 5
# C5H8N2

C5H8N2 in the gas phase (wB97M-V/def2-TZVPD, the Open Molecules 2025 dataset).

Structure (ORCA input):
```
! wB97M-V def2-TZVPD RIJCOSX def2/J DEFGRID3
* xyz 0 1
C 1.3072 -0.4635 -0.7477
H 1.3052 0.5236 1.1962
H -0.0720 1.7254 -1.1886
H -0.8822 -0.2524 1.9384
N -1.0162 -2.8703 0.2771
C -0.9328 -1.7379 0.5020
C -0.2484 1.4727 -0.1365
C -0.7280 -0.3285 0.8559
H -2.1076 0.4772 -0.5725
N -1.4854 0.7337 0.1787
C 0.6152 0.2969 0.3775
H 1.4255 -1.5261 -0.5144
H 2.2970 -0.0451 -0.9539
H -0.1932 2.3909 0.4564
H 0.7155 -0.3964 -1.6684
*
```

Calculated values
Max |F|: 0.022 Eh/bohr
ΔE to the lowest compared entry with this formula, charge and spin: 142.1 kJ/mol
SMILES: C[C@H]1CN[C@H]1C#N

Record 6
# C4H9N

A gas-phase ion, C4H9N (charge -1) (wB97M-V/def2-TZVPD, the Open Molecules 2025 dataset).

Structure (ORCA input):
```
! wB97M-V def2-TZVPD RIJCOSX def2/J DEFGRID3
* xyz -1 2
C 0.9433 0.6301 -0.5012
C 1.9526 0.8736 -1.3244
H 0.5325 1.3956 0.1583
H 2.4348 0.1452 -1.9579
H 1.2684 -1.2071 0.4505
H 0.0479 -1.3413 -0.7216
H 2.2728 1.9047 -1.4260
N -0.5764 -0.4327 1.1060
H -2.5814 -0.9724 0.7867
H -2.3148 0.7708 1.1888
H -0.5204 -1.0176 1.9234
C -1.9270 -0.0925 0.6540
C 0.3718 -0.6751 0.0897
H -1.9042 0.0187 -0.4264
*
```

Calculated values
Max |F|: 0.045 Eh/bohr
ΔE to the lowest compared entry with this formula, charge and spin: 119.0 kJ/mol

Q: Which of these has the highest max |F|?
A: C16H21F3N2O7S3

Q: Which formula does entry 2 have?
A: C20H33N3O5S